# 1
Molecular formula: C32H43Cl2O2P3W
Method: DFT, ωB97M-V/def2-TZVPD

Last column: Löwdin charge in e.
CARTESIAN COORDINATES (ANGSTROEM)
P -3.225 -1.009 -4.481  1.101
C -3.949 0.287 -5.520  -0.322
C -3.810 0.262 -6.918  -0.063
H -3.133 -0.443 -7.382  0.105
C -4.557 1.134 -7.720  -0.042
H -4.452 1.081 -8.806  0.122
C -5.436 2.054 -7.139  -0.038
H -6.041 2.703 -7.769  0.121
C -5.556 2.092 -5.746  -0.052
H -6.233 2.822 -5.286  0.124
C -4.847 1.208 -4.938  -0.075
H -4.973 1.215 -3.860  0.114
C -2.111 -1.840 -5.620  -0.366
C -0.886 -1.233 -5.961  -0.106
H -0.585 -0.305 -5.466  0.109
C -0.075 -1.802 -6.941  -0.057
H 0.897 -1.351 -7.163  0.118
C -0.505 -2.926 -7.656  -0.045
H 0.105 -3.332 -8.465  0.120
C -1.735 -3.508 -7.352  -0.041
H -2.103 -4.374 -7.915  0.124
C -2.536 -2.980 -6.335  -0.058
H -3.501 -3.425 -6.116  0.110
C -4.614 -2.133 -4.346  -0.338
C -5.688 -2.075 -5.239  -0.066
H -5.785 -1.237 -5.927  0.107
C -6.633 -3.099 -5.280  -0.046
H -7.448 -3.048 -6.003  0.120
C -6.523 -4.187 -4.411  -0.043
H -7.236 -5.016 -4.481  0.123
C -5.483 -4.210 -3.477  -0.055
H -5.420 -5.040 -2.773  0.116
C -4.522 -3.203 -3.446  -0.077
H -3.701 -3.223 -2.732  0.103
W -0.209 0.241 -1.097  0.847
C 0.782 -1.603 -0.806  -0.262
C 0.783 -2.588 -1.738  -0.363
H 1.338 -1.757 0.103  0.017
C 0.013 -2.279 -2.999  -0.378
O -0.781 -3.498 -3.322  -0.055
H -1.386 -3.299 -4.057  0.050
C -0.785 -1.000 -2.789  -0.293
H 0.721 -2.032 -3.835  0.146
C -2.204 -0.790 -2.743  -0.167
Cl 0.724 0.810 0.995  0.106
Cl -1.869 1.932 -1.061  -0.008
P 1.579 1.564 -1.906  0.606
C 2.163 2.947 -0.859  -0.267
H 2.772 2.557 -0.030  0.041
H 1.299 3.488 -0.450  0.054
H 2.768 3.619 -1.496  0.069
C 3.118 0.693 -2.317  -0.229
H 2.913 -0.174 -2.960  0.042
H 3.588 0.340 -1.388  0.059
H 3.785 1.407 -2.831  0.070
C 1.038 2.441 -3.389  -0.250
H 0.142 3.021 -3.137  0.043
H 0.807 1.719 -4.183  0.040
H 1.873 3.103 -3.680  0.067
P 1.695 -4.149 -1.474  0.900
C 3.043 -3.918 -0.293  -0.170
C 2.415 -4.648 -3.057  -0.163
H 2.623 -3.801 0.720  0.073
H 3.650 -3.039 -0.569  0.073
H 3.668 -4.827 -0.330  0.079
H 1.644 -4.567 -3.839  0.062
H 2.749 -5.695 -2.950  0.075
H 3.277 -4.002 -3.290  0.074
C 0.581 -5.435 -0.872  -0.152
H 0.461 -5.306 0.216  0.075
H 1.052 -6.414 -1.093  0.077
H -0.386 -5.326 -1.397  0.068
H -2.833 0.210 -3.073  0.042
C -3.602 -2.521 3.273  -0.021
C -2.595 -1.754 2.442  -0.472
C -2.147 -0.439 3.033  -0.030
O -2.191 -2.199 1.356  0.001
H -3.767 -2.048 4.244  0.083
H -3.245 -3.546 3.408  0.090
H -4.546 -2.578 2.720  0.094
H -1.438 0.046 2.356  0.003
H -3.018 0.214 3.184  0.101
H -1.668 -0.619 4.008  0.102

Force components x, y, z for each atom (eV/Å):
0.2361 -3.4136 -0.4978
-0.1709 1.4206 0.4946
0.0995 0.2261 0.1882
-0.0371 0.0577 -0.0638
-0.0468 -0.0748 0.1854
-0.0264 0.0128 0.4072
0.3236 -0.5341 0.1959
0.2110 -0.0565 0.1992
-0.3497 0.2753 0.1511
0.2963 -0.4000 -0.1767
0.4947 -0.1750 -0.4127
-0.1215 0.1409 -0.0370
0.3882 -0.2210 -1.0356
-0.1345 -0.3349 0.0502
-0.0071 -0.2972 -0.1319
0.0785 0.1037 -0.0286
-0.4042 -0.1175 -0.0216
-0.1436 0.0574 0.1827
-0.1321 0.1073 0.2931
-0.1201 -0.0720 0.0333
0.2424 0.3729 0.2261
0.4063 0.2999 0.0588
0.1663 -0.0026 -0.0540
-0.3485 -0.4119 0.4732
-0.1904 0.0177 -0.1201
-0.0314 -0.2323 0.1254
0.1099 -0.0761 0.0894
0.2168 -0.0165 0.2132
0.1587 0.2152 -0.1074
0.2818 0.4047 0.1692
-0.0244 -0.3089 0.0545
0.0403 0.2290 -0.1814
-0.2082 0.1176 -0.0787
-0.1520 -0.1165 -0.0290
-1.5034 0.5296 0.8753
0.4493 -0.8214 -0.5584
0.1848 0.6134 0.7954
0.2094 -0.1537 0.3372
-1.2939 -1.2101 -1.4748
0.9598 1.4827 0.2661
0.3268 -0.0265 0.0764
-1.8826 0.4415 2.6537
-0.4217 -0.3915 0.3454
-1.0185 2.3440 -5.9118
-0.1352 -0.4537 -0.3120
0.4694 -0.2046 -0.0218
0.8686 0.9220 -0.2237
-0.0138 -0.0976 0.0290
-0.2561 0.1931 -0.2876
0.2869 -0.1166 -0.1078
-0.2669 -0.3015 0.3144
0.0546 -0.0842 -0.1732
0.1002 0.2935 0.1179
-0.1242 0.1453 -0.2671
-0.1672 -0.3875 0.2101
0.2898 -0.0247 -0.2333
0.2583 -0.0877 -0.1417
0.0518 0.3041 0.0721
-0.5110 -0.1982 -0.1530
-0.5301 0.6717 -0.5627
-0.1074 0.0201 0.0276
-0.0012 -0.1068 0.1423
0.2710 -0.0001 -0.3750
-0.2703 -0.3954 0.1465
-0.2217 0.3575 0.0907
0.2992 -0.1206 0.2562
-0.0728 0.4354 -0.2238
-0.3591 -0.2743 0.0535
0.1907 -0.0810 -0.1416
-0.1071 -0.0971 -0.4451
-0.3955 0.4190 0.2082
0.4654 -0.1474 0.2903
2.7922 -0.6738 3.5987
0.1401 -0.0573 -0.1639
0.2186 -0.6737 -1.0928
0.2933 -0.0452 -0.4847
-0.4254 1.0031 1.6149
-0.0396 -0.1384 -0.1717
-0.0624 0.0967 0.0166
0.1099 0.0425 0.1039
-0.1502 -0.0289 0.2420
0.1783 -0.1964 0.0825
-0.2322 0.0836 -0.2539

Output
Kohn-Sham gap (spin up / spin down)   7.0 / 6.8 eV
E_tot   -92697.633 eV
Charge   +2
Multiplicity   3
LUMO level (spin up / spin down)   -6.2 / -6.8 eV

***

# 2
Molecular formula: C32H43CrN6O5S3
Method: DFT, ωB97M-V/def2-TZVPD

Last column: Löwdin charge in e.
CARTESIAN COORDINATES (ANGSTROEM)
Cr -0.261 -0.797 0.796  0.653
C -1.928 -2.954 2.086  -0.039
N -1.876 -2.280 0.759  -0.252
C -1.741 -3.356 -0.251  -0.073
C -3.121 -1.513 0.599  -0.227
C -4.303 -2.090 0.177  -0.029
C -5.483 -1.354 0.205  -0.096
C -5.452 -0.060 0.694  -0.090
C -4.263 0.532 1.100  -0.006
C -3.058 -0.173 1.019  -0.236
N -1.789 0.274 1.316  -0.084
C -1.449 1.351 2.140  -0.260
C -2.044 2.610 2.175  -0.022
C -1.562 3.582 3.044  -0.074
C -0.480 3.329 3.871  -0.080
C 0.152 2.092 3.813  -0.032
C -0.318 1.128 2.943  -0.220
N 0.319 -0.196 2.803  -0.224
C 1.807 -0.154 2.907  -0.062
C -0.146 -1.058 3.920  -0.047
H -2.702 -3.722 2.072  0.102
H -2.182 -2.228 2.847  0.077
H -0.961 -3.415 2.287  0.094
H -2.489 -4.130 -0.071  0.089
H -0.752 -3.789 -0.172  0.080
H -1.894 -2.938 -1.240  0.069
H -4.322 -3.118 -0.161  0.107
H -6.412 -1.798 -0.132  0.098
H -6.368 0.518 0.752  0.103
H -4.286 1.546 1.472  0.088
H -2.832 2.861 1.478  0.103
H -2.025 4.562 3.048  0.107
H -0.086 4.103 4.518  0.107
H 1.042 1.919 4.405  0.112
H 2.098 0.076 3.934  0.096
H 2.216 0.592 2.243  0.039
H 2.187 -1.135 2.636  0.083
H 0.269 -0.683 4.858  0.100
H 0.196 -2.082 3.764  0.094
H -1.229 -1.021 3.993  0.086
C 4.220 -2.532 0.354  0.003
C 3.059 -1.834 -0.348  -0.537
C 3.358 -1.614 -1.823  -0.003
O 2.822 -0.613 0.314  -0.076
C 1.812 -2.729 -0.178  -0.548
O 1.704 -3.742 -0.879  0.026
O 0.930 -2.378 0.703  -0.143
H 5.106 -1.899 0.289  0.094
H 4.427 -3.499 -0.108  0.094
H 3.983 -2.689 1.408  0.091
H 4.303 -1.076 -1.926  0.097
H 2.565 -1.020 -2.291  0.085
H 3.432 -2.567 -2.346  0.082
H 2.707 0.127 -0.298  0.040
C 1.344 -3.984 -4.480  -0.071
C -0.025 -3.569 -3.967  -0.209
N 0.067 -2.486 -2.979  0.047
C -0.616 -1.357 -2.964  -0.725
S -0.931 -0.379 -1.593  0.761
N -1.155 -0.905 -4.127  -0.011
C -0.393 -0.828 -5.382  -0.233
C 0.111 0.585 -5.623  -0.071
H 1.255 -4.835 -5.158  0.080
H 1.980 -4.274 -3.642  0.069
H 1.834 -3.166 -5.013  0.070
H -0.503 -4.415 -3.467  0.125
H -0.690 -3.263 -4.768  0.106
H 0.530 -2.775 -2.124  0.084
H -1.737 -0.096 -3.966  0.104
H -1.026 -1.162 -6.204  0.117
H 0.446 -1.514 -5.321  0.089
H -0.720 1.290 -5.697  0.078
H 0.676 0.638 -6.555  0.078
H 0.757 0.910 -4.805  0.082
O 2.553 3.994 3.846  -0.294
S 2.912 3.964 2.456  0.647
O 4.285 4.178 2.099  -0.283
N 2.372 2.565 1.764  -0.078
C 1.471 2.784 0.857  -0.698
S 0.684 1.615 -0.124  0.712
C 1.114 4.233 0.670  -0.225
C 0.184 4.805 -0.180  -0.031
C 0.036 6.186 -0.154  -0.066
C 0.798 6.976 0.704  -0.070
C 1.727 6.401 1.563  -0.030
C 1.857 5.028 1.520  -0.223
H -0.405 4.179 -0.837  0.099
H -0.684 6.660 -0.809  0.104
H 0.663 8.050 0.704  0.105
H 2.323 7.002 2.238  0.122

Force components x, y, z for each atom (eV/Å):
-0.0222 0.2973 -0.2190
0.0124 0.0200 -0.1949
-0.1471 -0.1827 0.1780
-0.0734 0.2301 0.0599
0.0623 -0.0871 -0.0215
0.0247 0.0028 0.0291
-0.0326 -0.0679 -0.0318
-0.0041 0.0763 0.0241
-0.0600 0.0638 0.0041
0.1052 0.0117 0.0432
-0.0949 0.2027 0.0797
-0.0586 -0.1454 0.0870
-0.0112 -0.0082 -0.0044
-0.0033 0.0271 0.0224
-0.0617 0.0679 -0.0002
-0.0117 -0.1103 -0.0586
-0.0115 -0.0961 0.1019
0.0364 -0.1567 0.1613
-0.2116 -0.1475 0.1586
-0.0800 0.1381 -0.0999
-0.0351 -0.0432 -0.0017
0.0016 0.0062 0.0016
-0.0227 0.0272 -0.0046
0.0106 -0.0370 -0.0047
0.1633 -0.0469 0.0118
-0.0092 0.0175 -0.0463
-0.0115 0.0293 0.0161
0.0605 0.0211 0.0203
0.0274 -0.0252 -0.0041
0.0294 -0.0710 -0.0236
0.0428 -0.0407 0.0692
0.0215 -0.0333 0.0005
-0.0224 -0.0818 -0.0366
-0.0585 0.0202 -0.0386
-0.0092 0.0269 0.0281
-0.0306 -0.1116 0.0480
-0.0431 -0.0030 0.0426
0.0161 0.0162 0.0086
-0.0058 0.0551 -0.0133
0.0186 0.0118 -0.0084
0.0546 -0.0812 -0.0057
-0.1440 -0.0123 0.0126
0.0079 0.0131 -0.0929
0.4089 0.0946 0.0255
-0.2249 -0.2210 -0.1862
-0.0622 0.3387 0.2142
0.3509 0.0856 -0.3009
-0.0263 -0.0204 0.0108
-0.0337 0.0420 0.0278
0.0219 0.0179 -0.0203
-0.0557 -0.0016 0.0084
0.0239 -0.0298 0.0263
0.0117 0.0236 0.0224
-0.1534 -0.1257 -0.0238
0.0310 0.0193 0.0064
-0.0228 0.0432 0.0526
0.1756 -0.2935 -0.0035
-0.2162 0.1763 0.0860
0.0410 -0.2029 -0.2130
0.0058 0.0081 -0.1293
0.0027 -0.0094 0.0553
-0.0122 0.0781 -0.0012
-0.0163 0.0572 0.0468
-0.0045 -0.0008 -0.0160
-0.0057 -0.0418 0.0204
0.0275 -0.0137 0.0260
-0.0207 0.0219 -0.0292
0.0539 -0.0182 0.1862
-0.0305 0.0615 0.0063
-0.0351 -0.0091 -0.0380
0.0242 0.0143 0.0167
0.0220 -0.0253 -0.0019
-0.0153 -0.0163 0.0269
-0.0095 -0.0196 -0.0241
0.0763 0.0136 0.0137
0.0906 0.0009 -0.0997
-0.0243 0.0218 0.0346
0.0457 0.1456 -0.3045
0.0156 0.1325 0.2071
0.1270 -0.1536 -0.0118
0.0481 -0.0381 -0.0058
0.0183 0.0063 0.0009
-0.0105 0.0013 -0.0034
-0.0228 0.0257 -0.0003
-0.0104 -0.0460 0.0235
-0.0136 0.0959 -0.0082
-0.0043 0.0029 0.0008
0.0082 -0.0068 0.0036
-0.0016 -0.0132 -0.0035
-0.0177 -0.0152 -0.0225

Output
Kohn-Sham gap (spin up / spin down)   6.6 / 7.6 eV
E_tot   -113989.650 eV
Charge   0
Multiplicity   4
LUMO level (spin up / spin down)   -0.5 / 0.2 eV